18
Properties=species:S:1:pos:R:3 method="wB97M-V/def2-TZVPD" fmax_ev_per_a=2.59 total_energy_ev=-7425.9055 spin_multiplicity=1 orbital_gap_ev=10.78 homo_ha=-0.3596
C -2.34242 1.39571 -0.58838
C -2.35427 -0.00563 0.05077
O -2.56306 -1.08864 -0.43786
H -1.42431 1.24346 -1.17157
H -3.29853 1.48503 -1.22218
H -2.20110 2.22307 0.09644
H -1.90583 -0.09277 1.11219
C 0.85276 -1.68490 0.29217
C 1.41251 -0.36557 -0.35807
C 2.06981 0.63846 0.60099
H 0.07235 -1.27896 0.93750
H 0.44434 -2.39940 -0.42487
H 1.63139 -2.22654 0.86149
H 2.15692 -0.56208 -1.15562
H 0.49033 0.05086 -0.85685
H 2.53941 1.35488 -0.10212
H 2.99357 0.20093 1.01797
H 1.42613 1.11207 1.34799